{
  "formula": "C3H7FeO2",
  "method": "ωB97M-V/def2-TZVPD",
  "elements": ["Fe", "O", "O", "C", "C", "C", "H", "H", "H", "H", "H", "H", "H"],
  "coordinates": [[-1.619, -0.906, 0.385], [0.321, -0.545, -0.088], [-1.899, -1.586, -1.355], [-0.934, 0.768, 1.457], [1.014, -0.659, -1.304], [0.350, 0.715, 0.665], [-1.470, 1.714, 1.302], [1.825, -1.388, -1.188], [-0.015, -1.206, -1.980], [1.261, 0.608, 1.277], [0.505, 1.555, -0.030], [-0.758, 0.639, 2.535], [1.419, 0.292, -1.676]],
  "forces_ev_per_a": [[-0.461, -1.325, -4.163], [-0.079, 0.836, 1.164], [0.153, 1.439, 4.039], [-0.268, 0.014, 0.035], [-2.891, -2.393, -2.326], [1.222, 0.035, 0.376], [0.075, -0.371, 0.024], [-0.191, 0.174, -0.148], [3.562, 1.777, 1.215], [-0.268, 0.393, 0.029], [-0.237, -0.359, 0.051], [-0.127, -0.018, -0.346], [-0.489, -0.201, 0.050]],
  "lowdin_spin": [3.914, 0.094, 0.910, 0.029, 0.018, 0.011, 0.007, 0.002, 0.000, 0.001, 0.000, 0.014, 0.001],
  "fmax_ev_per_a": 4.42,
  "s_squared": 8.787,
  "multiplicity": 6,
  "total_charge": 0,
  "e_lumo_ev": [0.168, -1.093],
  "gap_ev": [9.46, 7.68],
  "e_tot_ev": -41701.104,
  "de_lowest_ev": 2.073
}